Record 1
{
  "formula": "C5H9NO",
  "method": "the ωB97M-V functional and the def2-TZVPD basis",
  "elements": ["C", "C", "C", "C", "C", "N", "O", "H", "H", "H", "H", "H", "H", "H", "H", "H"],
  "coordinates": [[-0.76, 0.58, -0.12], [0.62, 1.35, 0.41], [1.75, -0.82, -0.48], [-2.82, -0.65, 0.01], [1.88, 0.51, 0.31], [-0.27, 1.58, -0.76], [-1.44, -0.31, 0.35], [0.51, 2.02, 1.28], [1.27, -1.56, 0.29], [2.70, -1.20, -0.72], [1.00, -0.54, -1.28], [-3.32, -0.52, 0.94], [-2.84, -1.77, -0.28], [-3.22, 0.01, -0.76], [2.54, 0.93, -0.41], [2.40, 0.38, 1.23]],
  "e_homo_ev": -7.8,
  "lumo_ha": 0.0256,
  "homo_lumo_gap_ha": 0.3115,
  "relative_energy_kcal_mol": 120.0,
  "spin_multiplicity": 1,
  "smiles": "CC[C@H]1N=C1OC"
}

=====

Record 2
{
  "formula": "C8H24BNOP2Re",
  "method": "the ωB97M-V functional and the def2-TZVPD basis",
  "elements": ["Re", "H", "H", "P", "P", "C", "H", "H", "H", "C", "H", "H", "H", "C", "H", "H", "H", "C", "H", "H", "H", "C", "H", "H", "H", "C", "H", "H", "H", "C", "O", "H", "B", "C", "N", "H", "H", "H"],
  "coordinates": [[0.41, -0.27, 0.12], [-0.13, -4.72, 2.38], [-3.55, 2.70, -0.99], [0.01, -2.38, -0.52], [-0.04, 1.82, -0.72], [1.40, 2.94, -0.45], [1.23, 3.88, -0.99], [1.55, 3.15, 0.62], [2.31, 2.46, -0.83], [-0.55, 2.19, -2.44], [-1.61, 1.94, -2.54], [-0.40, 3.25, -2.66], [0.05, 1.58, -3.12], [-1.45, 2.74, 0.06], [-1.47, 2.55, 1.14], [-1.33, 3.81, -0.15], [-2.48, 2.38, -0.39], [-0.17, -2.70, -2.30], [-0.09, -3.77, -2.50], [-1.12, -2.31, -2.67], [0.63, -2.18, -2.83], [1.29, -3.59, -0.02], [1.36, -3.67, 1.06], [1.05, -4.57, -0.44], [2.27, -3.28, -0.39], [-1.55, -3.09, 0.16], [-2.42, -2.59, -0.27], [-1.60, -4.16, -0.06], [-1.60, -2.95, 1.25], [2.30, -0.48, -0.06], [3.47, -0.53, -0.22], [0.51, -0.06, -1.56], [0.30, 1.90, 4.16], [0.30, 1.11, 2.86], [0.28, 0.50, 1.84], [-0.81, 2.40, 4.27], [1.13, 2.79, 4.08], [0.53, 1.20, 5.13]],
  "e_homo_ev": [-16.0, -16.9],
  "lumo_ha": [-0.3730, -0.4095],
  "homo_lumo_gap_ha": [0.2150, 0.2125],
  "spin_multiplicity": 4,
  "charge": 2
}

=====

Record 3
{
  "formula": "C35H29CaGeN7S4",
  "method": "the ωB97M-V functional and the def2-TZVPD basis",
  "elements": ["Ca", "N", "C", "N", "C", "C", "S", "C", "C", "S", "C", "N", "N", "H", "H", "H", "H", "H", "H", "S", "C", "C", "C", "N", "C", "C", "C", "C", "C", "N", "C", "C", "H", "H", "H", "H", "H", "H", "H", "H", "C", "C", "C", "C", "C", "C", "Ge", "C", "C", "C", "C", "C", "C", "C", "C", "C", "C", "C", "C", "H", "H", "H", "H", "H", "H", "H", "H", "H", "H", "H", "H", "H", "H", "H", "S", "C", "N"],
  "coordinates": [[-0.13, -0.90, 0.31], [-2.12, -0.05, 3.79], [-1.77, -1.34, 3.57], [-1.15, -1.76, 2.49], [-0.87, -3.11, 2.62], [-1.29, -3.69, 3.77], [-2.07, -2.53, 4.77], [-0.12, -3.82, 1.58], [-0.20, -5.15, 1.34], [1.02, -5.63, 0.22], [1.54, -3.99, 0.13], [0.83, -3.13, 0.84], [2.62, -3.64, -0.58], [-2.08, 0.61, 3.04], [-2.75, 0.17, 4.54], [-1.13, -4.71, 4.09], [-0.89, -5.86, 1.77], [2.93, -4.22, -1.34], [2.87, -2.67, -0.64], [-2.59, 5.28, 2.48], [-1.84, 3.79, 1.89], [-2.61, 2.73, 1.43], [-1.98, 1.56, 1.05], [-0.65, 1.40, 1.11], [0.08, 2.44, 1.48], [-0.46, 3.65, 1.88], [-3.83, 4.51, 3.51], [-5.17, 4.57, 3.16], [-6.10, 3.92, 3.98], [-5.76, 3.25, 5.07], [-4.48, 3.22, 5.40], [-3.48, 3.84, 4.67], [-3.69, 2.81, 1.37], [-2.57, 0.72, 0.69], [1.16, 2.30, 1.49], [0.19, 4.45, 2.21], [-5.49, 5.09, 2.27], [-7.15, 3.94, 3.72], [-4.24, 2.70, 6.32], [-2.45, 3.79, 5.00], [1.21, -4.51, -4.20], [0.08, -4.01, -3.57], [0.09, -2.74, -3.01], [1.24, -1.95, -3.06], [2.36, -2.46, -3.72], [2.35, -3.72, -4.29], [1.44, -0.20, -2.23], [3.23, -0.07, -1.39], [4.32, 0.37, -2.15], [5.59, 0.45, -1.60], [5.80, 0.08, -0.28], [4.74, -0.36, 0.49], [3.47, -0.43, -0.07], [1.08, 1.29, -3.38], [0.29, 1.13, -4.51], [0.02, 2.20, -5.34], [0.53, 3.45, -5.04], [1.32, 3.63, -3.91], [1.59, 2.55, -3.08], [1.20, -5.50, -4.64], [-0.82, -4.61, -3.52], [-0.81, -2.34, -2.56], [3.27, -1.87, -3.78], [3.23, -4.09, -4.81], [4.17, 0.68, -3.17], [6.42, 0.80, -2.20], [6.79, 0.14, 0.15], [4.89, -0.64, 1.52], [2.66, -0.78, 0.57], [-0.13, 0.16, -4.75], [-0.60, 2.07, -6.21], [0.32, 4.29, -5.68], [1.72, 4.61, -3.67], [2.21, 2.71, -2.20], [-2.82, 1.62, -2.76], [-2.08, 0.43, -1.99], [-1.53, -0.44, -1.41]],
  "e_homo_ev": [-9.7, -10.3],
  "lumo_ha": [-0.0939, -0.1374],
  "homo_lumo_gap_ha": [0.2619, 0.2427],
  "spin_multiplicity": 2,
  "charge": 1
}

=====

Record 4
{
  "formula": "C17H35BrN9ORu",
  "method": "the ωB97M-V functional and the def2-TZVPD basis",
  "elements": ["Ru", "C", "N", "C", "C", "N", "N", "C", "N", "N", "H", "H", "H", "H", "H", "H", "H", "H", "H", "H", "H", "O", "C", "C", "C", "C", "C", "C", "C", "C", "N", "H", "H", "H", "H", "H", "H", "H", "H", "H", "H", "H", "C", "N", "C", "C", "N", "N", "C", "C", "H", "H", "H", "H", "H", "H", "H", "H", "H", "H", "H", "H", "H", "Br"],
  "coordinates": [[-0.58, 0.41, -0.45], [-0.76, 0.23, 4.54], [0.55, 0.55, 3.98], [1.67, 0.77, 4.90], [0.71, 0.60, 2.65], [-0.27, 0.55, 1.81], [2.02, 0.68, 2.20], [2.50, 0.50, 0.92], [3.85, 0.46, 0.86], [1.73, 0.33, -0.09], [-0.63, -0.09, 5.57], [-1.22, -0.59, 3.99], [-1.42, 1.10, 4.53], [1.27, 0.87, 5.91], [2.20, 1.69, 4.68], [2.36, -0.08, 4.91], [-1.19, 0.53, 2.25], [2.71, 0.83, 2.91], [4.44, 0.60, 1.66], [4.32, 0.41, -0.03], [2.25, 0.14, -0.94], [-0.72, 0.57, -2.94], [-1.14, 1.83, -3.47], [0.03, 2.78, -3.67], [0.85, 2.94, -2.39], [0.03, 3.59, -1.32], [-0.15, 4.97, -1.30], [-0.96, 5.53, -0.32], [-1.56, 4.70, 0.61], [-1.34, 3.34, 0.52], [-0.56, 2.80, -0.43], [-0.04, 0.21, -3.52], [-1.86, 2.23, -2.76], [-1.66, 1.68, -4.42], [-0.36, 3.75, -4.00], [0.68, 2.39, -4.46], [1.75, 3.52, -2.59], [1.15, 1.95, -2.02], [0.33, 5.59, -2.04], [-1.13, 6.60, -0.29], [-2.21, 5.09, 1.38], [-1.79, 2.66, 1.23], [0.93, -4.76, -0.19], [0.20, -3.52, -0.03], [0.66, -2.69, 1.06], [-0.61, -3.02, -1.01], [-0.71, -1.74, -1.28], [-1.33, -3.94, -1.71], [-1.87, -5.14, -1.08], [-1.96, -3.58, -2.96], [2.00, -4.55, -0.11], [0.74, -5.21, -1.16], [0.67, -5.48, 0.59], [0.63, -3.27, 1.98], [0.02, -1.82, 1.16], [1.69, -2.36, 0.89], [-1.43, -1.56, -1.97], [-1.56, -5.21, -0.04], [-1.55, -6.04, -1.61], [-2.96, -5.11, -1.11], [-2.92, -3.07, -2.81], [-2.16, -4.50, -3.52], [-1.31, -2.95, -3.56], [-3.00, 0.29, -0.05]],
  "e_homo_ev": [-14.1, -14.0],
  "lumo_ha": [-0.2413, -0.2664],
  "homo_lumo_gap_ha": [0.2760, 0.2497],
  "relative_energy_kcal_mol": 43.6,
  "spin_multiplicity": 2,
  "charge": 2
}

=====

Record 5
{
  "formula": "C15H18NRuSSe",
  "method": "the ωB97M-V functional and the def2-TZVPD basis",
  "elements": ["Ru", "S", "C", "C", "C", "C", "C", "N", "H", "H", "H", "H", "Se", "C", "C", "C", "C", "C", "C", "H", "H", "H", "H", "H", "C", "C", "C", "C", "H", "H", "H", "H", "H", "H", "H", "H", "H"],
  "coordinates": [[0.51, 0.00, -0.43], [2.18, 1.48, -0.48], [0.84, 2.54, -1.01], [0.79, 3.88, -1.32], [-0.43, 4.37, -1.77], [-1.53, 3.53, -1.89], [-1.40, 2.20, -1.54], [-0.23, 1.74, -1.10], [1.67, 4.50, -1.23], [-0.52, 5.42, -2.03], [-2.48, 3.90, -2.25], [-2.22, 1.50, -1.60], [-0.64, -1.36, -1.85], [0.55, -2.83, -1.51], [0.96, -3.66, -2.54], [1.89, -4.65, -2.28], [2.42, -4.79, -1.01], [2.02, -3.95, 0.02], [1.06, -2.98, -0.23], [0.56, -3.53, -3.54], [2.20, -5.31, -3.08], [3.15, -5.57, -0.82], [2.43, -4.07, 1.02], [0.70, -2.39, 0.61], [-0.88, 0.64, 3.71], [-0.78, 1.06, 2.23], [-2.15, 1.50, 1.74], [-0.21, -0.12, 1.47], [-1.25, 1.47, 4.31], [0.09, 0.34, 4.11], [-1.58, -0.19, 3.82], [-0.08, 1.90, 2.17], [-2.87, 0.69, 1.84], [-2.15, 1.82, 0.70], [-2.52, 2.34, 2.34], [-0.86, -0.99, 1.52], [0.77, -0.41, 1.90]],
  "e_homo_ev": -12.1,
  "lumo_ha": -0.1911,
  "homo_lumo_gap_ha": 0.2536,
  "relative_energy_kcal_mol": 5.9,
  "spin_multiplicity": 1,
  "charge": 1
}

=====

Record 6
{
  "formula": "C21H24F3N3O2",
  "method": "the ωB97M-V functional and the def2-TZVPD basis",
  "elements": ["C", "H", "O", "C", "C", "C", "C", "C", "C", "C", "H", "H", "C", "C", "O", "N", "H", "C", "C", "N", "C", "N", "C", "C", "C", "C", "H", "H", "C", "F", "F", "F", "H", "C", "H", "C", "C", "H", "H", "H", "H", "H", "H", "H", "H", "H", "H", "H", "H", "H", "H", "H", "H"],
  "coordinates": [[-5.01, -2.69, -1.25], [-5.17, -2.93, -2.30], [-3.63, -2.47, -1.11], [-3.15, -2.10, 0.11], [-3.91, -2.00, 1.26], [-3.32, -1.64, 2.46], [-1.97, -1.38, 2.52], [-1.20, -1.47, 1.37], [-1.77, -1.82, 0.16], [-0.95, -1.86, -1.10], [0.11, -1.79, -0.85], [-1.12, -2.80, -1.62], [-1.35, -0.70, -2.04], [-1.57, 0.59, -1.28], [-2.60, 1.23, -1.32], [-0.49, 1.01, -0.57], [0.30, 0.40, -0.46], [-0.58, 2.13, 0.35], [0.52, 2.00, 1.40], [1.83, 2.19, 0.82], [2.59, 1.12, 0.49], [2.05, -0.09, 0.71], [2.76, -1.18, 0.49], [4.06, -1.15, 0.01], [4.64, 0.10, -0.23], [3.91, 1.23, 0.00], [4.36, 2.20, -0.18], [5.65, 0.15, -0.61], [4.84, -2.41, -0.21], [4.05, -3.49, -0.38], [5.65, -2.70, 0.83], [5.63, -2.34, -1.29], [2.26, -2.12, 0.70], [1.98, 3.50, 0.22], [3.00, 3.64, -0.15], [0.97, 3.65, -0.92], [-0.45, 3.47, -0.39], [-1.17, 3.49, -1.21], [-0.69, 4.28, 0.29], [1.18, 2.90, -1.69], [1.08, 4.64, -1.38], [1.78, 4.25, 0.99], [0.48, 1.03, 1.88], [0.38, 2.78, 2.16], [-1.57, 2.09, 0.82], [-2.29, -0.94, -2.53], [-0.58, -0.56, -2.80], [-0.14, -1.27, 1.42], [-1.51, -1.10, 3.46], [-3.94, -1.56, 3.35], [-4.97, -2.21, 1.24], [-5.58, -1.78, -1.00], [-5.36, -3.52, -0.63]],
  "e_homo_ev": -8.4,
  "lumo_ha": 0.0238,
  "homo_lumo_gap_ha": 0.3321,
  "relative_energy_kcal_mol": 10.2,
  "spin_multiplicity": 1,
  "smiles": "COc1ccccc1CCC(=O)N[C@@H]1CCCN(c2ccc(C(F)(F)F)cn2)C1"
}

=====

Record 7
{
  "formula": "C2H3BrN2",
  "method": "the ωB97M-V functional and the def2-TZVPD basis",
  "elements": ["C", "C", "N", "N", "Br", "H", "H", "H"],
  "coordinates": [[-0.30, -0.02, -0.23], [0.73, -0.86, -0.40], [-0.51, 1.13, 0.65], [-1.38, 1.92, 0.50], [0.95, -2.46, -1.44], [-1.31, -0.25, -0.77], [0.22, 1.13, 1.42], [1.61, -0.58, 0.27]],
  "e_homo_ev": -8.6,
  "lumo_ha": 0.0098,
  "homo_lumo_gap_ha": 0.3263,
  "relative_energy_kcal_mol": 35.7,
  "spin_multiplicity": 1
}

=====

Record 8
{
  "formula": "C3H3N3",
  "method": "the ωB97M-V functional and the def2-TZVPD basis",
  "elements": ["N", "C", "C", "N", "C", "N", "H", "H", "H"],
  "coordinates": [[0.74, 0.15, -0.77], [0.15, -0.18, 0.49], [-0.14, 1.01, 1.25], [-0.40, 1.97, 1.83], [-0.95, -0.92, -0.38], [-1.81, -1.56, -0.84], [1.29, -0.48, -1.29], [0.34, 0.89, -1.31], [0.78, -0.88, 1.02]],
  "e_homo_ev": -9.7,
  "lumo_ha": 0.0111,
  "homo_lumo_gap_ha": 0.3692,
  "relative_energy_kcal_mol": 57.7,
  "spin_multiplicity": 1,
  "smiles": "N#CC(N)C#N"
}